Entry 1:
{
  "formula": "C4H13N2O",
  "method": "ωB97M-V/def2-TZVPD",
  "symbols": ["C", "C", "C", "C", "N", "N", "H", "H", "H", "H", "H", "H", "H", "H", "H", "H", "H", "H", "H", "O"],
  "xyz": [[0.753, 1.380, -0.250], [0.210, 0.023, 0.211], [-1.108, -0.108, 0.813], [-2.211, -0.729, 0.107], [-1.893, -2.262, -0.140], [2.057, 1.526, -0.644], [0.125, 1.782, -1.056], [0.517, 2.074, 0.723], [0.988, -0.282, 0.937], [0.263, -0.625, -0.661], [0.264, 2.602, 1.377], [-3.165, -0.741, 0.660], [-2.507, -2.879, 0.377], [-1.002, -2.170, 0.362], [2.619, 0.688, -0.985], [2.569, 2.219, -0.114], [-2.432, -0.321, -0.884], [-1.341, 0.132, 1.821], [2.788, -1.501, -1.633], [2.507, -0.809, -1.023]],
  "largest_force_ev_per_a": 5.2,
  "gap_ev": 4.58,
  "e_homo_ev": -12.203,
  "total_charge": 1
}


Entry 2:
{
  "formula": "C4H16ClO4",
  "method": "ωB97M-V/def2-TZVPD",
  "symbols": ["Cl", "C", "O", "H", "H", "H", "H", "C", "O", "H", "H", "H", "H", "C", "O", "H", "H", "H", "H", "C", "O", "H", "H", "H", "H"],
  "xyz": [[-1.711, 2.475, 1.938], [1.457, -2.672, 1.060], [0.374, -2.509, 1.874], [1.494, -3.724, 0.775], [1.306, -2.092, 0.149], [2.416, -2.360, 1.474], [0.147, -1.578, 1.828], [-0.189, 2.874, -3.468], [-1.590, 2.921, -3.824], [0.009, 3.055, -2.412], [0.103, 1.847, -3.690], [0.343, 3.564, -4.123], [-1.571, 2.943, -4.784], [-3.586, -2.008, -1.677], [-4.172, -1.144, -0.792], [-3.216, -2.853, -1.097], [-4.299, -2.505, -2.336], [-2.805, -1.584, -2.308], [-3.479, -0.825, -0.210], [3.372, 0.871, 3.869], [3.061, 1.798, 2.851], [4.215, 0.227, 3.620], [3.564, 1.414, 4.795], [2.579, 0.136, 4.006], [2.178, 1.730, 2.481]],
  "largest_force_ev_per_a": 2.0,
  "gap_ev": 6.67,
  "e_homo_ev": -3.862,
  "total_charge": -1
}


Entry 3:
{
  "formula": "C26H26AsFeN5O2S",
  "method": "ωB97M-V/def2-TZVPD",
  "symbols": ["Fe", "C", "C", "C", "C", "C", "C", "N", "C", "C", "C", "C", "C", "C", "N", "N", "C", "C", "C", "C", "C", "N", "H", "H", "H", "H", "H", "H", "H", "H", "H", "H", "H", "H", "H", "O", "C", "O", "C", "C", "C", "C", "C", "N", "H", "H", "H", "H", "C", "As", "C", "C", "S", "H", "H", "H", "H", "H", "H", "H", "H", "H"],
  "xyz": [[-0.148, -0.415, -0.132], [-3.086, 1.630, 3.960], [-1.791, 2.133, 3.988], [-0.776, 1.504, 3.287], [-1.040, 0.349, 2.543], [-2.337, -0.161, 2.533], [-3.351, 0.480, 3.230], [-0.055, -0.252, 1.737], [1.251, -0.356, 2.213], [1.629, -0.459, 3.554], [2.970, -0.546, 3.893], [3.970, -0.523, 2.922], [3.625, -0.431, 1.586], [2.278, -0.367, 1.241], [1.772, -0.279, -0.041], [2.462, 0.193, -1.064], [1.647, 0.389, -2.118], [2.149, 0.951, -3.316], [1.281, 1.267, -4.320], [-0.099, 1.026, -4.161], [-0.527, 0.443, -3.000], [0.313, 0.085, -2.007], [-3.879, 2.130, 4.499], [-1.571, 3.033, 4.549], [0.225, 1.916, 3.297], [-2.543, -1.053, 1.957], [-4.355, 0.078, 3.194], [0.869, -0.469, 4.323], [3.244, -0.639, 4.937], [5.010, -0.584, 3.213], [4.368, -0.404, 0.800], [3.209, 1.148, -3.380], [1.652, 1.717, -5.232], [-0.812, 1.289, -4.929], [-1.571, 0.226, -2.818], [-3.854, 1.067, -0.550], [-2.662, 0.902, -0.383], [-2.037, -0.229, -0.485], [-1.781, 2.108, -0.084], [-2.324, 3.379, 0.009], [-1.466, 4.443, 0.228], [-0.104, 4.205, 0.347], [0.351, 2.900, 0.252], [-0.476, 1.882, 0.046], [-3.393, 3.497, -0.094], [-1.852, 5.452, 0.301], [0.596, 5.011, 0.513], [1.404, 2.654, 0.355], [1.747, -3.069, -2.485], [0.035, -3.482, -1.702], [-1.379, -2.849, -2.854], [0.023, -5.403, -1.890], [-0.168, -2.968, 0.324], [1.803, -3.581, -3.446], [2.503, -3.463, -1.808], [1.898, -2.003, -2.617], [-0.954, -2.394, -3.747], [-1.975, -2.120, -2.306], [-1.992, -3.707, -3.122], [0.043, -5.683, -2.943], [-0.870, -5.801, -1.412], [0.902, -5.796, -1.382]],
  "largest_force_ev_per_a": 0.7,
  "gap_ev": [6.53, 6.06],
  "e_homo_ev": [-6.393, -7.131],
  "spin_multiplicity": 5
}


Entry 4:
{
  "formula": "C6H6FO2S",
  "method": "ωB97M-V/def2-TZVPD",
  "symbols": ["C", "C", "C", "C", "C", "C", "O", "O", "F", "S", "H", "H", "H", "H", "H", "H"],
  "xyz": [[0.439, 0.309, -2.020], [-0.970, 0.463, 0.602], [0.274, 1.300, -2.668], [-1.329, 1.709, 0.380], [0.520, -0.734, -1.019], [0.400, -0.123, 0.391], [-2.729, 3.191, 1.988], [-3.701, 1.004, 1.297], [0.205, 2.271, -3.527], [-3.081, 2.284, 0.849], [-0.650, 2.481, 0.045], [-1.739, -0.219, 0.952], [-0.295, -1.446, -1.180], [1.474, -1.262, -1.128], [1.162, 0.653, 0.500], [0.594, -0.908, 1.128]],
  "largest_force_ev_per_a": 1.0,
  "gap_ev": 6.35,
  "e_homo_ev": -3.134,
  "total_charge": -1
}


Entry 5:
{
  "formula": "C19H43O4P2PbS",
  "method": "ωB97M-V/def2-TZVPD",
  "symbols": ["C", "C", "C", "O", "C", "P", "C", "C", "C", "C", "C", "C", "C", "C", "C", "O", "C", "C", "C", "C", "C", "O", "C", "O", "P", "S", "H", "H", "H", "H", "H", "H", "H", "H", "H", "H", "H", "H", "H", "H", "H", "H", "H", "H", "H", "H", "H", "H", "H", "H", "H", "H", "H", "H", "H", "H", "H", "H", "H", "H", "H", "H", "H", "H", "H", "H", "H", "H", "H", "Pb"],
  "xyz": [[-3.235, -3.017, -3.191], [-3.172, -2.853, -1.645], [-2.010, -1.942, -1.156], [-2.044, -0.713, -1.879], [-2.766, 0.306, -1.216], [-1.674, 1.284, 0.039], [-0.818, 2.129, -1.472], [0.616, 2.663, -1.097], [1.632, 1.490, -0.924], [2.890, 1.577, -1.856], [4.241, 1.202, -1.173], [4.205, -0.057, -0.256], [4.542, -1.401, -0.970], [3.529, -1.858, -2.066], [2.273, -2.587, -1.521], [1.494, -1.808, -0.610], [1.551, -2.273, 0.732], [-2.360, 0.307, 1.599], [-2.760, 1.134, 2.842], [-1.666, 2.112, 3.421], [-0.317, 1.468, 3.944], [-0.402, 0.037, 4.303], [0.828, -0.613, 3.989], [1.010, -1.663, 4.425], [-3.190, 2.942, 0.239], [-5.064, 2.295, 0.244], [-2.788, -2.164, -3.738], [-4.302, -3.057, -3.485], [-2.720, -3.922, -3.567], [-4.134, -2.409, -1.321], [-3.017, -3.849, -1.177], [-1.951, -1.830, -0.057], [-1.066, -2.447, -1.462], [-3.078, 1.038, -1.993], [-3.704, -0.107, -0.797], [-0.685, 1.963, 0.871], [-0.684, 0.215, -0.115], [-1.369, 3.006, -1.867], [-0.662, 1.432, -2.315], [0.553, 3.337, -0.216], [0.917, 3.317, -1.946], [2.000, 1.455, 0.120], [1.092, 0.566, -1.208], [2.966, 2.635, -2.190], [2.694, 1.003, -2.784], [4.644, 2.100, -0.665], [4.966, 0.977, -1.988], [4.996, 0.089, 0.515], [3.264, -0.195, 0.304], [5.586, -1.381, -1.344], [4.535, -2.190, -0.181], [4.061, -2.608, -2.692], [3.287, -1.007, -2.724], [1.621, -2.767, -2.407], [2.523, -3.594, -1.129], [0.564, -2.708, 0.993], [2.402, -2.946, 0.933], [1.712, -1.372, 1.373], [-3.220, -0.363, 1.373], [-1.544, -0.387, 1.920], [-3.736, 1.660, 2.761], [-2.959, 0.369, 3.658], [-1.359, 2.874, 2.682], [-2.163, 2.686, 4.233], [-0.048, 2.004, 4.877], [0.490, 1.693, 3.228], [1.583, -0.170, 3.310], [-3.116, 3.938, -0.764], [-3.040, 3.638, 1.486], [-2.448, -0.680, 4.748]],
  "largest_force_ev_per_a": 5.8,
  "gap_ev": 3.22,
  "e_homo_ev": -9.808,
  "total_charge": 1
}


Entry 6:
{
  "formula": "C4H8N2O",
  "method": "ωB97M-V/def2-TZVPD",
  "symbols": ["C", "C", "O", "C", "N", "C", "N", "H", "H", "H", "H", "H", "H", "H", "H"],
  "xyz": [[0.725, 1.467, -0.270], [0.587, 0.033, 0.229], [0.470, 0.026, 1.631], [-0.577, -0.740, -0.467], [-1.782, -0.562, 0.318], [1.814, -0.717, -0.103], [2.745, -1.333, -0.404], [1.580, 1.924, 0.234], [-0.178, 2.031, -0.014], [0.881, 1.489, -1.354], [-0.481, -0.064, 1.828], [-0.311, -1.797, -0.515], [-0.692, -0.417, -1.514], [-2.264, -1.439, 0.464], [-2.401, 0.109, -0.116]],
  "largest_force_ev_per_a": 1.3,
  "gap_ev": 11.01,
  "e_homo_ev": -10.425,
  "smiles": "C[C@](O)(C#N)CN"
}


Entry 7:
{
  "formula": "C21H13Cl2N2O6V",
  "method": "ωB97M-V/def2-TZVPD",
  "symbols": ["V", "O", "C", "O", "C", "C", "C", "C", "C", "N", "C", "O", "O", "H", "H", "H", "Cl", "C", "C", "C", "C", "C", "Cl", "C", "N", "C", "C", "C", "C", "C", "C", "C", "C", "O", "O", "H", "H", "H", "H", "H", "H", "H", "H", "H", "H"],
  "xyz": [[-0.632, -0.335, -0.266], [1.847, -3.328, -0.807], [1.122, -2.519, -0.325], [0.850, -1.301, -0.843], [0.391, -2.688, 0.990], [0.516, -3.664, 1.955], [-0.183, -3.481, 3.149], [-0.939, -2.332, 3.378], [-1.012, -1.405, 2.359], [-0.396, -1.643, 1.209], [-1.600, -0.008, 2.349], [-2.231, 0.464, 3.238], [-1.250, 0.619, 1.209], [1.157, -4.518, 1.786], [-0.103, -4.227, 3.929], [-1.435, -2.144, 4.319], [0.305, 1.630, -1.288], [-1.009, 2.789, -1.032], [-0.822, 3.739, -0.046], [-1.857, 4.610, 0.233], [-3.050, 4.506, -0.468], [-3.198, 3.557, -1.461], [-4.694, 3.462, -2.326], [-2.171, 2.661, -1.793], [-2.343, 1.678, -2.765], [-1.385, 1.546, -3.830], [-0.844, 2.680, -4.429], [0.076, 2.559, -5.454], [0.447, 1.296, -5.897], [-0.098, 0.171, -5.305], [-1.011, 0.277, -4.258], [-1.513, -1.023, -3.652], [-2.533, -0.922, -2.556], [-3.699, -1.056, -2.597], [-1.924, -0.754, -1.256], [0.110, 3.776, 0.501], [-1.742, 5.359, 1.003], [-3.874, 5.173, -0.255], [-3.300, 1.664, -3.099], [-1.159, 3.658, -4.085], [0.491, 3.445, -5.915], [1.159, 1.188, -6.703], [0.196, -0.813, -5.651], [-0.657, -1.581, -3.263], [-1.978, -1.627, -4.432]],
  "largest_force_ev_per_a": 0.1,
  "gap_ev": [6.32, 6.74],
  "e_homo_ev": [-11.591, -11.595],
  "total_charge": 1,
  "spin_multiplicity": 2
}


Entry 8:
{
  "formula": "C25H59FO10S",
  "method": "ωB97M-V/def2-TZVPD",
  "symbols": ["C", "C", "O", "C", "O", "C", "C", "O", "S", "O", "O", "C", "C", "C", "C", "C", "F", "H", "H", "H", "H", "H", "H", "H", "H", "H", "H", "H", "H", "H", "H", "H", "H", "H", "H", "H", "C", "C", "C", "O", "H", "H", "H", "H", "H", "H", "H", "H", "C", "C", "C", "O", "H", "H", "H", "H", "H", "H", "H", "H", "C", "C", "C", "O", "H", "H", "H", "H", "H", "H", "H", "H", "C", "C", "C", "O", "H", "H", "H", "H", "H", "H", "H", "H", "C", "C", "C", "O", "H", "H", "H", "H", "H", "H", "H", "H"],
  "xyz": [[2.518, -0.880, -2.112], [2.748, 0.384, -2.941], [4.014, 0.329, -3.622], [2.814, 1.639, -2.080], [1.603, 1.977, -1.434], [0.577, 2.654, -2.143], [1.002, 3.413, -3.373], [1.290, 2.576, -4.511], [0.065, 1.760, -5.098], [-0.924, 2.667, -5.585], [0.637, 0.802, -5.988], [-0.560, 0.910, -3.672], [-0.655, 1.773, -2.407], [-1.057, 0.981, -1.141], [-1.447, -0.489, -1.329], [-2.828, -0.675, -1.952], [-2.740, -1.491, -3.081], [2.880, -0.788, -1.092], [1.459, -1.136, -2.116], [3.028, -1.700, -2.614], [1.959, 0.451, -3.686], [3.820, 0.064, -4.521], [3.517, 1.416, -1.274], [3.264, 2.460, -2.641], [0.217, 3.438, -1.467], [0.219, 4.125, -3.636], [1.917, 3.968, -3.182], [0.041, 0.012, -3.575], [-1.564, 0.619, -3.979], [-1.454, 2.495, -2.598], [-1.932, 1.467, -0.704], [-0.274, 1.036, -0.391], [-1.462, -0.927, -0.329], [-0.708, -1.058, -1.887], [-3.226, 0.283, -2.285], [-3.522, -1.157, -1.270], [2.855, -4.206, -5.841], [2.815, -4.627, -4.380], [3.004, -6.127, -4.220], [1.594, -4.206, -3.772], [2.047, -4.687, -6.397], [2.722, -3.127, -5.934], [3.803, -4.481, -6.307], [3.600, -4.103, -3.832], [2.199, -6.666, -4.728], [2.977, -6.405, -3.167], [3.954, -6.454, -4.643], [0.867, -4.645, -4.225], [-4.910, -2.935, 2.063], [-3.757, -1.943, 2.075], [-3.072, -1.895, 3.430], [-4.218, -0.642, 1.715], [-5.663, -2.641, 2.799], [-5.389, -2.954, 1.084], [-4.569, -3.943, 2.304], [-3.031, -2.222, 1.308], [-3.783, -1.561, 4.190], [-2.246, -1.183, 3.417], [-2.685, -2.872, 3.721], [-4.865, -0.371, 2.380], [8.396, 0.013, -5.314], [7.917, -1.216, -4.554], [7.010, -2.086, -5.413], [7.252, -0.837, -3.354], [7.544, 0.632, -5.606], [9.047, 0.620, -4.685], [8.943, -0.265, -6.216], [8.780, -1.801, -4.232], [6.118, -1.526, -5.709], [6.681, -2.962, -4.854], [7.519, -2.421, -6.319], [6.476, -0.318, -3.600], [-4.475, 0.842, 6.580], [-5.112, 1.312, 5.284], [-6.039, 2.495, 5.512], [-5.822, 0.239, 4.654], [-5.243, 0.517, 7.287], [-3.812, -0.005, 6.398], [-3.903, 1.640, 7.054], [-4.332, 1.592, 4.574], [-6.852, 2.215, 6.188], [-6.485, 2.821, 4.572], [-5.503, 3.335, 5.956], [-6.524, -0.043, 5.249], [-1.310, 3.192, 8.848], [-2.649, 3.884, 9.052], [-2.556, 4.997, 10.083], [-3.650, 2.937, 9.423], [-0.975, 2.732, 9.781], [-1.396, 2.401, 8.101], [-0.544, 3.897, 8.521], [-2.990, 4.299, 8.102], [-2.258, 4.590, 11.053], [-3.524, 5.482, 10.211], [-1.824, 5.750, 9.790], [-3.388, 2.544, 10.262]],
  "largest_force_ev_per_a": 0.6,
  "gap_ev": 10.55,
  "e_homo_ev": -9.934,
  "smiles": "C[C@H](O)CO[C@H]1COS(=O)(=O)C[C@H]1CCCF.CC(C)O.CC(C)O.CC(C)O.CC(C)O.CC(C)O"
}


Entry 9:
{
  "formula": "C6H3BInNO8",
  "method": "ωB97M-V/def2-TZVPD",
  "symbols": ["In", "O", "C", "O", "B", "O", "C", "O", "O", "C", "O", "C", "O", "O", "C", "C", "N", "H", "H", "H"],
  "xyz": [[-3.954, -19.190, -13.772], [-3.053, -18.326, -11.108], [-3.211, -18.357, -9.893], [-3.666, -17.442, -9.131], [-3.764, -17.968, -7.774], [-3.214, -19.330, -7.813], [-2.944, -19.703, -9.108], [-2.585, -20.807, -9.542], [-5.131, -17.976, -7.185], [-5.178, -17.296, -6.071], [-6.199, -16.886, -5.549], [-3.749, -16.838, -5.645], [-2.988, -17.221, -6.715], [-3.441, -16.183, -4.629], [-4.526, -23.475, -10.337], [-4.171, -22.496, -11.373], [-3.878, -21.697, -12.151], [-5.082, -24.179, -10.957], [-5.248, -23.084, -9.620], [-3.659, -23.966, -9.895]],
  "largest_force_ev_per_a": 5.7,
  "gap_ev": [8.71, 4.71],
  "e_homo_ev": [-13.635, -13.634],
  "total_charge": 1,
  "spin_multiplicity": 2
}